Entry 1:
61
Properties=species:S:1:pos:R:3 method="wB97M-V/def2-TZVPD" de_lowest_kj_mol=1536.96 energy_ha=-1265.33098 gap_ha=0.2574
C 0.219 2.516 3.072
C -0.879 2.105 2.124
C -0.752 2.958 0.921
O -0.883 4.325 1.051
C -2.143 4.748 1.581
N -0.646 0.762 1.719
H 0.053 3.493 3.526
H 1.164 2.540 2.529
H 0.192 1.871 3.949
H -1.855 2.046 2.606
H -1.469 2.716 0.136
H 0.128 2.771 0.305
H -2.554 5.638 1.104
H -2.092 4.992 2.642
H -2.886 3.986 1.343
H -1.192 0.158 2.317
H -1.033 0.611 0.799
C 1.573 -1.776 -1.850
C 0.066 -2.088 -1.979
C -0.482 -2.331 -3.419
O -0.308 -1.260 -4.307
C -0.853 -1.400 -5.617
N -0.324 -3.167 -1.103
H 2.224 -2.635 -2.011
H 1.739 -1.412 -0.836
H 1.973 -1.030 -2.536
H -0.435 -1.276 -1.453
H -1.507 -2.685 -3.307
H 0.059 -3.165 -3.865
H -1.828 -1.877 -5.519
H -0.288 -2.049 -6.286
H -0.941 -0.372 -5.968
H 0.314 -3.932 -1.268
H -1.259 -3.409 -1.399
O -1.742 -1.207 -0.262
H -2.287 -1.483 0.475
H -1.095 -1.906 -0.357
O 2.373 -2.096 2.419
H 3.239 -2.232 2.803
H 2.511 -1.430 1.746
O 1.590 1.063 1.437
H 0.703 1.351 1.652
H 1.962 1.785 0.931
O 0.221 -1.640 2.593
H -0.479 -1.301 3.150
H 0.243 -1.043 1.845
O 3.255 -0.379 1.207
H 4.138 -0.108 1.455
H 2.689 0.324 1.526
O 0.062 1.377 -0.867
H 0.019 1.445 -1.821
H 0.467 2.198 -0.586
O 1.010 -2.876 0.691
H 1.061 -3.466 -0.062
H 0.958 -2.001 0.307
O 0.579 -0.740 0.685
H -0.042 -0.295 0.109
H 1.082 -0.033 1.088
O -2.173 0.980 -0.254
H -2.046 0.033 -0.207
H -1.393 1.306 -0.702



Entry 2:
121
Properties=species:S:1:pos:R:3 method="wB97M-V/def2-TZVPD" total_charge=+1 energy_ha=-4160.40119 gap_ha=0.2610
C -0.457 0.339 3.188
C 0.253 -0.884 2.623
C 1.066 -0.553 1.392
Cl 2.309 0.681 1.789
N 1.755 -1.695 0.779
C 0.919 -2.621 0.203
N 0.362 -2.408 -0.956
C -0.633 -3.368 -1.496
C -1.910 -3.425 -0.674
C -3.014 -4.171 -1.417
O -2.575 -5.413 -1.920
C -2.291 -6.374 -0.926
B 0.708 -1.126 -1.724
C -0.255 0.089 -1.792
O 1.876 -1.087 -2.381
N 0.774 -3.710 0.994
C 2.107 -3.890 1.642
C 2.711 -2.454 1.636
C 4.118 -2.510 1.052
C 5.044 -1.375 1.484
C 5.114 -0.168 0.578
O 5.792 0.779 0.847
O 4.374 -0.254 -0.562
H 0.186 0.916 3.845
H -0.822 0.977 2.386
H -1.326 0.033 3.768
H 0.897 -1.372 3.354
H -0.497 -1.626 2.330
H 0.438 -0.076 0.642
H -0.884 -3.046 -2.506
H -0.140 -4.337 -1.583
H -1.752 -3.895 0.298
H -2.242 -2.403 -0.481
H -3.406 -3.577 -2.236
H -3.840 -4.329 -0.714
H -1.231 -6.361 -0.644
H -2.895 -6.215 -0.028
H -2.525 -7.355 -1.330
H -1.131 0.038 -1.150
H -0.560 0.239 -2.828
H 0.315 0.990 -1.546
H 2.296 -1.940 -2.524
H 0.466 -4.552 0.520
H 2.720 -4.532 1.014
H 1.967 -4.312 2.631
H 2.716 -2.047 2.645
H 4.566 -3.444 1.395
H 4.051 -2.539 -0.036
H 4.729 -0.984 2.451
H 6.069 -1.735 1.570
H 3.838 0.543 -0.647
C -4.192 0.206 -5.976
C -3.506 -0.360 -4.976
C -4.165 -0.833 -3.701
O -3.432 -1.340 -2.857
C -5.583 -0.665 -3.544
C -6.284 -0.097 -4.543
C -5.625 0.367 -5.828
O -6.355 0.857 -6.666
O -7.581 0.106 -4.502
O -2.196 -0.570 -4.999
H -3.726 0.547 -6.889
H -6.045 -0.997 -2.626
H -7.832 0.524 -5.351
H -2.000 -1.012 -4.152
C -2.226 4.735 1.279
C -2.491 5.769 0.463
C -1.411 6.457 -0.351
O -1.773 7.368 -1.069
C -0.044 5.994 -0.226
C 0.216 4.966 0.593
C -0.866 4.268 1.387
O -0.506 3.328 2.079
O 1.424 4.457 0.781
O -3.693 6.278 0.288
H -2.990 4.240 1.862
H 0.722 6.496 -0.799
H 1.316 3.731 1.427
H -3.592 7.012 -0.353
C 3.171 -1.826 8.423
C 3.018 -1.482 7.138
C 2.231 -2.330 6.165
O 2.151 -1.909 5.015
C 1.635 -3.555 6.622
C 1.786 -3.907 7.912
C 2.562 -3.051 8.898
O 2.618 -3.463 10.038
O 1.285 -5.002 8.435
O 3.533 -0.384 6.606
H 3.731 -1.226 9.126
H 1.081 -4.157 5.917
H 1.542 -5.002 9.381
H 3.264 -0.371 5.669
C -8.072 5.678 -9.796
C -6.983 5.783 -9.022
C -6.287 4.573 -8.437
O -5.297 4.788 -7.758
C -6.824 3.259 -8.706
C -7.916 3.153 -9.477
C -8.603 4.361 -10.079
O -9.578 4.140 -10.773
O -8.495 2.005 -9.786
O -6.415 6.934 -8.699
H -8.575 6.535 -10.220
H -6.325 2.406 -8.271
H -9.255 2.234 -10.360
H -5.645 6.709 -8.140
C 7.872 1.047 3.464
C 8.356 -0.028 4.098
C 8.719 -0.015 5.566
O 9.128 -1.064 6.033
C 8.558 1.213 6.312
C 8.074 2.294 5.681
C 7.686 2.273 4.216
O 7.234 3.305 3.759
O 7.883 3.464 6.265
O 8.558 -1.204 3.516
H 7.601 1.039 2.418
H 8.832 1.220 7.357
H 7.526 4.058 5.574
H 8.920 -1.784 4.216



Entry 3:
15
Properties=species:S:1:pos:R:3 method="wB97M-V/def2-TZVPD" de_lowest_kj_mol=186.03 energy_ha=-287.76160 gap_ha=0.3891
N 1.919 -0.396 1.153
C 1.492 -0.542 -0.323
C 0.045 -0.392 -0.678
C -0.798 0.573 0.137
C -2.317 0.572 -0.133
O -2.936 -0.263 -0.728
H 1.357 -0.943 1.811
H 1.718 0.578 1.396
H 2.142 0.233 -0.785
H 1.877 -1.513 -0.566
H -0.549 -1.310 -0.889
H 0.017 -0.095 -1.749
H -0.726 0.250 1.188
H -0.535 1.643 0.137
H -2.705 1.605 0.029



Entry 4:
11
Properties=species:S:1:pos:R:3 method="wB97M-V/def2-TZVPD" de_lowest_kj_mol=381.37 energy_ha=-682.49433 gap_ha=0.3891
C 1.066 -0.515 -0.028
C -0.187 0.432 -0.480
S -0.278 2.022 0.301
N -1.355 -0.499 -0.082
O -1.440 -0.582 1.077
O -1.937 -1.101 -0.907
H 2.050 0.162 -0.010
H 1.269 -1.228 -0.700
H 0.941 -0.846 0.922
H -0.355 0.507 -1.612
H 0.226 1.648 1.520



Entry 5:
60
Properties=species:S:1:pos:R:3 method="wB97M-V/def2-TZVPD" total_charge=-1 energy_ha=-1883.63026 gap_ha=0.2229
O -0.207 -1.990 -3.818
C -0.625 -2.409 -4.857
Cl 0.214 -3.946 -5.497
C -1.726 -2.032 -5.683
P -3.503 -3.111 -5.294
H -1.524 -2.171 -6.740
H -2.001 -1.006 -5.434
H -2.735 -4.346 -5.349
H -3.720 -3.180 -6.754
H -4.178 -1.802 -5.273
H -3.203 -2.961 -3.861
H -4.754 -3.819 -5.027
C 0.618 -0.386 -1.079
O 0.743 1.033 -1.080
C -0.228 1.672 -1.890
C -1.287 2.355 -1.051
O -2.085 1.450 -0.309
C -1.621 1.240 1.007
H 1.268 -0.769 -0.296
H -0.412 -0.693 -0.876
H 0.908 -0.806 -2.044
H -0.690 0.953 -2.575
H 0.278 2.437 -2.491
H -1.959 2.918 -1.707
H -0.804 3.067 -0.369
H -1.703 2.156 1.604
H -0.580 0.904 1.013
H -2.245 0.464 1.449
C 0.074 6.252 4.578
O 1.192 5.465 4.224
C 0.884 4.098 4.006
C 0.755 3.764 2.537
O -0.343 4.430 1.939
C 0.018 5.546 1.153
H 0.404 7.290 4.583
H -0.745 6.135 3.863
H -0.294 5.993 5.577
H -0.049 3.835 4.519
H 1.690 3.499 4.438
H 0.596 2.687 2.428
H 1.685 4.018 2.016
H 0.551 5.237 0.246
H 0.649 6.246 1.710
H -0.906 6.043 0.863
C 3.725 -4.815 2.202
O 2.415 -5.195 2.568
C 1.605 -4.115 2.996
C 0.701 -3.596 1.899
O 1.435 -3.015 0.843
C 1.517 -3.813 -0.328
H 4.200 -5.692 1.765
H 3.721 -4.004 1.471
H 4.304 -4.498 3.078
H 2.233 -3.293 3.362
H 0.991 -4.470 3.829
H 0.045 -2.826 2.320
H 0.068 -4.409 1.527
H 0.547 -3.884 -0.829
H 1.881 -4.819 -0.100
H 2.212 -3.316 -1.001



Entry 6:
92
Properties=species:S:1:pos:R:3 method="wB97M-V/def2-TZVPD" total_charge=+2 energy_ha=-6666.31135 multiplicity=2 gap_ha="0.2638 / 0.1778"
Zn 1.490 -0.837 -0.327
C 4.345 0.379 -3.457
C 3.195 0.375 -2.670
N 2.993 -0.610 -1.793
C 4.012 -1.529 -1.644
C 5.103 -1.642 -2.491
C 5.278 -0.602 -3.418
C 6.027 -2.786 -2.385
C 5.964 -3.553 -1.301
C 4.902 -3.408 -0.325
C 4.815 -4.310 0.759
C 3.785 -4.130 1.637
C 2.891 -3.037 1.478
N 2.916 -2.236 0.430
C 3.928 -2.419 -0.456
H 4.579 1.275 -4.116
H 2.482 1.209 -2.660
H 6.207 -0.445 -3.985
H 6.817 -2.934 -3.125
H 6.508 -4.460 -1.135
H 5.380 -5.230 0.786
H 3.690 -4.749 2.555
H 2.101 -2.845 2.203
C -0.216 -0.513 -4.070
Si -1.286 -0.032 -2.593
C -0.708 1.683 -2.165
C -2.958 -0.123 -3.344
Ge -0.831 -1.448 -0.862
Si -2.395 -1.754 0.919
C -3.139 -0.054 1.246
C -3.791 -2.728 0.000
C -1.661 -2.702 2.415
Si -0.285 -3.712 -1.624
C -0.056 -4.577 0.036
C -1.454 -4.496 -2.797
C 1.380 -3.654 -2.485
H -0.349 0.239 -4.800
H -0.640 -1.361 -4.614
H 0.904 -0.721 -3.899
H 0.409 1.705 -1.987
H -1.219 2.287 -1.321
H -0.761 2.308 -3.081
H -2.959 0.281 -4.373
H -3.776 0.284 -2.755
H -3.138 -1.215 -3.423
H -2.461 0.834 1.156
H -3.886 -0.005 2.064
H -3.720 -0.033 0.311
H -4.289 -3.364 0.722
H -3.362 -3.442 -0.751
H -4.252 -1.914 -0.493
H -1.990 -2.276 3.397
H -0.568 -2.549 2.409
H -1.852 -3.741 2.485
H 0.327 -3.872 0.824
H 0.740 -5.337 -0.023
H -1.021 -4.932 0.349
H -2.497 -4.432 -2.485
H -1.111 -5.504 -2.949
H -1.243 -3.981 -3.691
H 2.222 -3.830 -1.820
H 1.573 -2.711 -3.003
H 1.512 -4.466 -3.225
C -0.318 0.369 3.589
O 0.679 -0.037 2.534
P 1.156 0.879 1.317
O 2.195 1.890 1.854
C 2.304 2.731 3.058
O -0.131 1.746 0.981
C -0.193 3.245 0.864
H -0.823 1.279 3.304
H 0.280 0.429 4.498
H -0.983 -0.489 3.680
H 1.333 2.759 3.540
H 2.628 3.728 2.680
H 3.040 2.260 3.720
H -1.216 3.589 1.020
H 0.215 3.589 -0.144
H 0.534 3.605 1.559
N -1.432 6.125 0.840
C -2.334 6.589 1.435
C -3.435 6.981 2.215
C -3.328 7.928 3.217
C -4.339 8.139 4.124
C -5.576 7.560 3.867
C -5.758 6.593 2.895
C -4.691 6.297 2.014
H -2.391 8.421 3.384
H -4.158 8.803 4.994
H -6.359 7.698 4.615
H -6.724 6.193 2.770
H -4.778 5.477 1.313



Entry 7:
10
Properties=species:S:1:pos:R:3 method="wB97M-V/def2-TZVPD" de_lowest_kj_mol=306.43 energy_ha=-409.61148 gap_ha=0.3257
O -1.803 -0.462 1.143
C -1.133 -0.263 0.157
C -0.174 -1.145 -0.435
N 1.122 -1.198 -0.229
N 1.672 -0.386 0.725
N 1.232 0.845 0.695
C 0.215 1.291 -0.062
N -1.038 0.960 -0.551
H -0.624 -1.837 -1.070
H 0.533 2.195 -0.373